Record 1
The following is a DFT calculation (ωB97M-V/def2-TZVPD) of a single C23H27ClN2O7S2 molecule at a distorted geometry.

Geometry as XYZ:
```
62
Properties=species:S:1:pos:R:3:lowdin_charge:R:1
Cl -4.1367 -3.5152 0.3069 0.730
S 2.0742 -3.0794 -0.1175 0.668
S -0.3893 0.3201 0.7774 0.750
O -1.3182 -0.7246 -3.0469 0.104
O -2.0476 2.3822 -1.6503 0.122
O 2.4183 -2.0079 -1.0136 -0.299
O -1.4136 0.0837 -0.2073 -0.268
O 2.7253 -4.3490 -0.3263 -0.317
O -3.6969 0.9059 -1.2768 0.005
O -0.1678 -0.7640 1.7019 -0.280
N -0.7920 1.6540 1.7292 -0.210
N -2.7185 -1.7664 -1.5693 0.118
C -2.1800 3.5267 0.8424 -0.119
C 3.5067 1.0469 0.1686 -0.221
C -0.2530 -4.1970 0.7896 -0.060
C 2.2711 0.8475 0.7629 -0.028
C -2.4199 -3.4683 0.0968 -0.569
C -2.0099 1.3984 2.4725 -0.186
C 3.5816 1.1456 -1.2273 -0.217
C 4.7431 1.1282 1.0096 -0.038
C -0.4812 -2.5489 -0.9582 0.008
C -3.4354 0.3108 -2.5457 -0.051
C 4.9055 1.3274 -1.8994 -0.033
C -3.2640 1.3700 1.5825 -0.111
C -3.1899 2.4379 0.4733 -0.191
C 2.4118 -2.5421 1.5810 -0.110
C -2.3433 -0.7632 -2.4171 -0.442
C 1.1362 0.7410 -0.0173 -0.282
C -0.7817 2.9284 1.0265 -0.178
C 2.4228 1.0528 -1.9856 -0.007
C -2.8532 1.8852 -0.9096 -0.481
C -1.6300 -4.2787 0.8933 -0.083
C 1.1915 0.8419 -1.3918 -0.040
C 0.2963 -3.3174 -0.1230 -0.273
C -1.8701 -2.5965 -0.8501 -0.233
H 4.4990 1.0263 2.0636 0.079
H -3.3638 0.3871 1.1251 0.104
H -4.1386 1.5445 2.2115 0.120
H -1.8725 0.4333 2.9619 0.116
H -2.1364 4.2731 0.0494 0.124
H 3.3469 -1.9974 1.5700 0.063
H -3.6422 -1.6820 -1.1570 0.094
H -4.3786 -0.1276 -2.8802 0.140
H 5.2493 2.0814 0.8608 0.084
H 0.3872 -4.8056 1.4063 0.118
H 2.4840 1.1201 -3.0608 0.121
H 4.7803 1.4369 -2.9726 0.079
H 0.2918 0.7397 -1.9770 0.103
H -2.0936 -4.9460 1.6034 0.109
H 5.4209 2.2063 -1.5141 0.084
H -0.0077 -1.8854 -1.6626 0.109
H -0.3219 2.7669 0.0498 0.106
H -4.1813 2.8913 0.3532 0.157
H 1.5900 -1.8991 1.8752 0.028
H -2.0946 2.1717 3.2408 0.130
H -0.1500 3.6236 1.5930 0.127
H 5.5385 0.4610 -1.7135 0.091
H 5.4401 0.3382 0.7332 0.087
H 2.4829 -3.4168 2.2133 0.065
H 2.1731 0.7516 1.8337 0.125
H -2.5059 4.0157 1.7617 0.119
H -3.0891 1.0747 -3.2491 0.137
```

Computed properties:
HOMO-LUMO gap, eV: 9.235
SMILES: Cc1ccc(S(=O)(=O)N2CCC(C(=O)OCC(=O)Nc3cc(S(C)(=O)=O)ccc3Cl)CC2)cc1C
LUMO energy, eV: 0.469
E_tot, Eh: -2785.42606
HOMO level, eV: -8.8
Charge: 0

***

Record 2
The following is a DFT calculation (ωB97M-V/def2-TZVPD) of C19H13AlN3O8 as an isolated structure.

Geometry as XYZ:
```
44
Properties=species:S:1:pos:R:3:lowdin_charge:R:1
Al 0.0217 -2.9951 -0.8506 0.032
O -1.5358 -2.4114 -0.1458 0.062
O 0.3685 -6.3586 -2.8807 0.020
O -0.6605 1.7448 3.7057 -0.079
O -2.4391 -1.9331 1.8433 0.084
O 0.1708 -4.6649 -1.4431 0.012
O -0.1937 -2.2741 -2.5467 0.008
O -0.0723 -3.0508 2.9746 0.084
O 0.5717 -3.4287 0.8580 0.024
N 1.1380 -1.2648 -0.6245 0.141
N 0.1236 3.8611 -1.3848 0.058
N 0.4196 3.2530 -2.4255 0.066
C 0.7449 -0.3803 -1.5723 -0.112
C 0.3041 -5.1747 -2.6400 -0.446
C -0.2530 -3.0194 1.7804 -0.502
C -0.2384 1.2371 -3.5420 -0.020
C 1.8391 -0.8435 0.4039 -0.043
C 0.4119 1.8193 -2.4862 -0.251
C -0.0133 -0.9841 -2.6312 -0.286
C 1.0055 0.9916 -1.4941 -0.131
C -0.4605 -0.1513 -3.6335 0.015
C -1.0483 1.4946 1.3197 0.021
C 2.2144 0.5056 0.5287 -0.009
C -1.2422 0.4599 3.9227 -0.052
C -0.1741 3.2158 -0.1335 -0.304
C 0.0826 3.4068 2.2561 -0.004
C 0.2538 3.9212 0.9894 -0.044
C -0.8594 2.0178 0.0474 -0.023
C 1.7948 1.4166 -0.4022 -0.001
C -1.5574 -2.4014 1.1623 -0.478
C -0.5580 2.1791 2.4315 -0.281
H 2.0528 2.4623 -0.2989 0.121
H -1.2307 1.4574 -0.7992 0.127
H 0.7461 4.8745 0.8408 0.111
H 2.0988 -1.5849 1.1484 0.130
H 0.3175 -4.4265 -3.4506 0.122
H 0.4388 3.9331 3.1318 0.115
H -1.5418 0.5384 1.4241 0.102
H -1.2007 0.2981 4.9959 0.093
H -1.0194 -0.5654 -4.4616 0.115
H -0.6919 -0.3283 3.4094 0.082
H 2.8053 0.8120 1.3802 0.113
H -2.2851 0.4500 3.5952 0.098
H -0.6487 1.8913 -4.3025 0.112
```

Computed properties:
HOMO-LUMO gap, eV: 7.411
LUMO energy, eV: 1.744
E_tot, Eh: -1740.80145
HOMO level, eV: -5.7
Charge: -1
Relative energy (zero: lowest compared OMol25 entry of this formula, charge and spin), kJ/mol: 0.0

***

Record 3
The following is a DFT calculation (ωB97M-V/def2-TZVPD) of a 9-piece molecular cluster, C46H119N9O14 overall at a distorted geometry.

Geometry as XYZ:
```
188
Properties=species:S:1:pos:R:3:lowdin_charge:R:1
O 2.2662 -20.5405 -33.4085 -0.229
O -0.9873 -25.2851 -32.8077 -0.211
O -3.9319 -12.8841 -30.8615 -0.208
O 8.9196 -9.3115 -29.9466 -0.211
O 7.6421 -9.8445 -22.3981 -0.203
O 4.1021 -7.9723 -25.2556 -0.175
O -2.6750 -16.8393 -31.9495 -0.177
O 4.8833 -16.2215 -36.1197 -0.204
O -1.3729 -16.0630 -23.5914 -0.212
O 2.6429 -16.4797 -30.3633 -0.239
O 5.3869 -12.0777 -29.3365 -0.215
O 5.8022 -16.9641 -27.0830 -0.198
O 8.9458 -12.0396 -26.0373 -0.225
O 6.9419 -16.6963 -30.4703 -0.252
N -1.8164 -12.7748 -25.1457 0.049
N 6.1473 -7.1251 -23.1875 -0.072
N -1.7941 -14.4679 -29.7954 -0.055
N 0.0249 -23.0330 -34.2749 -0.058
N 7.9739 -15.5513 -25.3785 -0.088
N 2.9413 -13.8656 -28.8481 -0.043
N 9.2600 -5.7020 -29.3365 0.012
N 2.4933 -14.0960 -36.0841 0.016
N 5.8102 -19.4384 -30.3390 0.034
C -1.1461 -16.7687 -22.4099 -0.104
C 9.7371 -6.9408 -29.8622 -0.438
C 3.4606 -14.4271 -35.0587 -0.395
C 3.6818 -9.3322 -25.2072 -0.078
C 4.8127 -16.8869 -28.0977 -0.099
C -1.6051 -14.1971 -25.0043 -0.488
C 4.7533 -7.4283 -22.9137 -0.194
C 6.9688 -17.6049 -31.5562 -0.152
C 8.1541 -16.7601 -26.2144 -0.176
C 0.3488 -24.7483 -32.6672 -0.222
C 7.6559 -20.2121 -31.7885 -0.054
C 8.5601 -7.9440 -29.8595 -0.191
C -1.0231 -26.6908 -32.5192 -0.092
C 1.7445 -14.1888 -29.7569 -0.137
C 8.6711 -10.6256 -25.6371 -0.046
C 7.1560 -7.3577 -22.1785 -0.193
C 9.0976 -9.7433 -31.2585 -0.124
C 1.4684 -15.7171 -30.0317 -0.189
C 4.3869 -11.8668 -28.3060 -0.199
C 7.2076 -16.8545 -27.4474 -0.162
C 3.3308 -19.6370 -33.5422 -0.090
C 0.0586 -21.5646 -34.5241 -0.167
C -0.5635 -14.6063 -25.9275 -0.084
C -1.3489 -14.6675 -23.5702 -0.189
C 0.4808 -23.2557 -32.9179 -0.245
C 7.4039 -11.1119 -21.7449 -0.084
C 2.7503 -13.9336 -33.7580 -0.062
C 10.9776 -7.3605 -28.9874 -0.044
C -2.7628 -13.7600 -28.9923 -0.189
C 6.6016 -11.2721 -29.2363 -0.060
C -2.5036 -15.9233 -33.0033 -0.114
C -4.1980 -11.7745 -31.7437 -0.073
C 1.4502 -20.8640 -34.4783 -0.224
C 4.7760 -17.5022 -36.8672 -0.053
C 7.1202 -19.0554 -30.9183 -0.382
C -3.1345 -16.4086 -30.6691 -0.160
C 3.1278 -12.4052 -28.9269 -0.240
C 2.5178 -17.9639 -30.3976 -0.041
C -3.1679 -12.4951 -29.7733 -0.260
C 6.9391 -15.3162 -30.7680 -0.076
C 7.1820 -8.8225 -21.5045 -0.217
C 3.8259 -7.1287 -24.1841 -0.225
C 8.3101 -12.9909 -25.2285 -0.219
C 3.9164 -15.9254 -35.1648 -0.213
C -1.9094 -15.9027 -29.8074 -0.193
C 8.6742 -14.3635 -25.9375 -0.160
H -2.4562 -14.7385 -25.4174 0.135
H 1.7138 -18.3070 -31.0486 0.088
H 10.9216 -8.4291 -28.7799 0.064
H -2.2155 -14.5565 -22.9184 0.127
H 5.6426 -17.7762 -37.4689 0.080
H -0.8484 -23.5293 -34.1701 0.096
H 6.5626 -7.5107 -24.0235 0.108
H 4.3910 -16.3861 -34.2984 0.114
H 7.9874 -15.0698 -30.9370 0.089
H -0.3084 -16.3091 -21.8855 0.091
H 0.0471 -22.5506 -32.2088 0.119
H 7.9204 -17.5781 -25.5329 0.108
H 10.9506 -6.9538 -27.9765 0.069
H 8.1724 -7.8497 -28.8452 0.119
H 4.0003 -17.4226 -27.6066 0.101
H 7.1283 -15.9090 -27.9840 0.093
H 2.2223 -12.0506 -28.4345 0.116
H 10.0722 -6.7418 -30.8802 0.129
H -0.4227 -21.0579 -33.6876 0.106
H -1.9934 -16.3024 -33.8888 0.089
H 10.0795 -9.3356 -31.4984 0.087
H 8.4265 -14.2154 -26.9886 0.098
H 3.8350 -14.1898 -29.1891 0.064
H 7.8681 -11.0734 -20.7595 0.087
H 7.7986 -8.6234 -20.6280 0.109
H 8.7249 -20.0294 -31.8974 0.072
H 6.1747 -8.9934 -21.1249 0.099
H 2.9506 -18.6449 -33.7859 0.074
H -1.8715 -15.0570 -32.8084 0.068
H 8.4548 -9.3414 -32.0417 0.093
H 3.3414 -14.1350 -32.8645 0.060
H 7.2599 -12.7890 -25.0175 0.112
H -3.8674 -15.6043 -30.7330 0.106
H -4.3014 -10.8424 -31.1880 0.078
H -3.4374 -15.4354 -33.2827 0.086
H 0.3415 -14.1129 -25.5729 0.092
H -1.9382 -14.2744 -30.7762 0.083
H -2.3536 -12.5283 -25.9647 0.056
H 3.1411 -12.0729 -29.9650 0.113
H 7.5093 -21.2318 -31.4325 0.072
H -0.8921 -26.7933 -31.4420 0.084
H 9.7294 -14.6344 -25.9018 0.112
H 6.6428 -14.7771 -29.8682 0.072
H 6.3448 -15.1439 -31.6654 0.090
H -0.5134 -21.4679 -35.4469 0.120
H 1.1560 -19.9082 -34.9119 0.117
H 2.7627 -12.8444 -33.8004 0.070
H 1.0685 -25.1868 -33.3585 0.120
H -0.4477 -14.1990 -23.1748 0.133
H 0.7230 -24.9956 -31.6738 0.116
H 0.9131 -13.7121 -29.2377 0.093
H 2.7057 -9.4680 -24.7415 0.092
H -0.9964 -17.8322 -22.5957 0.089
H 4.0631 -19.5869 -32.7365 0.076
H 10.1437 -5.2212 -29.2459 0.070
H 3.6600 -20.0060 -34.5135 0.072
H 3.0225 -16.4685 -35.4715 0.112
H 4.5973 -8.4904 -22.7247 0.092
H 5.2151 -18.7097 -29.9717 0.005
H 1.0783 -16.0967 -29.0874 0.112
H 7.1549 -20.1863 -32.7562 0.070
H 6.1274 -17.5718 -32.2484 0.119
H -0.3582 -15.6688 -25.7968 0.085
H -2.4938 -13.4404 -27.9855 0.089
H -3.7293 -14.2639 -28.9883 0.118
H -0.2338 -27.1869 -33.0842 0.085
H -0.9496 -16.3315 -30.0957 0.080
H 7.7565 -18.8531 -30.0567 0.109
H 4.3202 -6.7863 -22.1466 0.118
H 2.8095 -7.0636 -23.7959 0.110
H 7.1331 -11.3702 -30.1828 0.067
H 4.7354 -18.3366 -36.1671 0.061
H -5.1927 -12.0493 -32.0945 0.097
H -2.3862 -12.4872 -24.3630 0.066
H 2.8490 -14.1287 -37.0288 0.072
H -1.9784 -16.2530 -28.7775 0.111
H 4.6859 -15.9736 -28.6790 0.073
H 3.7281 -9.7302 -26.2209 0.068
H -3.3407 -11.5491 -32.3780 0.090
H 9.0989 -10.8329 -31.2863 0.087
H -2.0681 -16.7674 -21.8285 0.083
H 2.3972 -18.2837 -29.3625 0.080
H -3.5822 -17.1816 -30.0445 0.116
H 1.5484 -23.0988 -32.7641 0.116
H -3.5997 -11.7805 -29.0726 0.123
H 7.4846 -17.6820 -28.1005 0.102
H 5.8857 -20.1800 -29.6576 0.079
H 8.1383 -7.2432 -22.6370 0.108
H 6.3180 -10.2219 -29.1673 0.083
H 4.3498 -13.8053 -35.1626 0.127
H 7.9573 -17.3397 -31.9312 0.125
H 4.7296 -12.3764 -27.4055 0.125
H 2.2515 -13.1256 -35.9431 0.063
H -2.0165 -26.9919 -32.8517 0.088
H 3.5086 -18.3538 -30.6310 0.046
H 1.7370 -14.2443 -33.5037 0.073
H 3.8934 -17.5814 -37.5019 0.082
H -2.2797 -12.0640 -30.2351 0.122
H 7.0779 -15.4105 -24.9342 0.101
H 4.1519 -10.8304 -28.0634 0.097
H 8.8460 -5.8513 -28.4274 0.071
H 5.0353 -17.6883 -28.8022 0.036
H 7.6822 -10.5883 -25.1802 0.064
H 7.2387 -6.5443 -21.4577 0.105
H 8.8348 -12.7612 -24.3011 0.103
H 2.1882 -21.4072 -35.0687 0.123
H 7.7962 -7.6280 -30.5700 0.129
H 6.3195 -11.2210 -21.7656 0.088
H 0.8723 -15.9265 -30.9199 0.106
H -0.7325 -14.4888 -26.9979 0.063
H 9.2310 -16.8153 -26.3734 0.112
H 11.9299 -7.0876 -29.4421 0.071
H 4.0337 -6.0643 -24.2934 0.114
H 8.6753 -9.9193 -26.4673 0.074
H 1.9971 -13.6265 -30.6558 0.085
H 4.3356 -9.9210 -24.5637 0.076
H 7.8417 -11.9583 -22.2740 0.070
H 9.3302 -10.2710 -24.8447 0.079
H 7.2479 -11.5778 -28.4135 0.080
```

Computed properties:
HOMO-LUMO gap, eV: 8.710
SMILES: COC[C@H](C)N.COC[C@H](C)N.COC[C@H](C)N.COC[C@H](C)N.COCCNCCOC.COCCNCCOC.COCCNCCOC.COCCNCCOC.COCCNCCOC
LUMO energy, eV: 0.626
E_tot, Eh: -3369.53467
HOMO level, eV: -8.1
Charge: 0
Relative energy (zero: lowest compared OMol25 entry of this formula, charge and spin), kJ/mol: 959.6

***

Record 4
The following is a DFT calculation (ωB97M-V/def2-TZVPD) of a 2-piece molecular cluster, CH4N4O overall at a distorted geometry.

Geometry as XYZ:
```
10
Properties=species:S:1:pos:R:3:lowdin_charge:R:1
O 2.3435 0.4975 0.2729 -0.068
N -1.0771 -0.1907 -0.6646 -0.002
N -1.9196 0.4725 -0.1611 -0.254
N -2.5342 1.3568 0.1471 0.165
N 2.3807 1.6805 0.4753 0.056
C -0.3452 -1.2784 -0.1051 -0.075
H -0.4495 -2.1234 -0.7327 0.074
H 1.6025 2.0417 -0.0323 0.036
H 0.6516 -0.9139 0.0158 0.043
H -0.6527 -1.5426 0.7847 0.027
```

Computed properties:
HOMO-LUMO gap, eV: 8.899
LUMO energy, eV: -0.553
E_tot, Eh: -334.56744
HOMO level, eV: -9.5
Charge: 0
Relative energy (zero: lowest compared OMol25 entry of this formula, charge and spin), kJ/mol: 400.1